{"formula": "C32H34IrN3", "method": "ωB97M-V/def2-TZVPD", "spin_multiplicity": 1, "e_tot_ev": -41032.3761, "total_charge": 2, "orbital_gap_ev": 7.19, "de_lowest_ev": 0.000, "elements": ["H", "C", "H", "H", "C", "H", "H", "H", "H", "C", "C", "H", "H", "H", "H", "H", "C", "H", "N", "C", "H", "C", "H", "N", "C", "C", "H", "H", "H", "C", "C", "H", "C", "H", "C", "C", "C", "C", "H", "H", "C", "C", "C", "H", "C", "C", "H", "H", "C", "C", "H", "C", "H", "C", "C", "H", "H", "C", "H", "C", "Ir", "H", "C", "H", "C", "H", "H", "C", "N", "C"], "xyz": [[3.04541, -2.33878, 3.48216], [1.55342, -3.95800, -0.52593], [-0.17663, -1.35424, -2.94058], [1.90832, -0.07056, -1.73144], [2.28118, 0.84375, -2.23979], [-1.24614, 1.50870, 4.36457], [0.43301, 2.68427, -6.10602], [-0.17817, 4.68798, 0.37644], [-0.09672, 3.43023, 2.82293], [2.88848, -0.79575, 1.27462], [-2.11863, 3.34213, -2.26470], [3.03046, 0.22405, 0.91277], [-2.54113, 2.59718, -1.59264], [-1.63948, 1.21543, 2.66604], [3.86418, -1.16987, 1.57987], [-0.58645, -3.42517, 2.05730], [-0.91520, 2.80948, -2.99051], [2.42046, -4.55264, -0.78006], [-0.62753, -1.35054, -2.03093], [0.33838, 2.51549, -5.04205], [1.45253, -3.02173, -2.44797], [-0.13779, -3.33739, 1.07586], [-4.93959, 0.64931, 1.09129], [0.52439, 0.75602, 1.31372], [-2.91024, 0.52033, 0.41409], [0.31607, 2.66094, -0.00334], [-1.87805, 4.23166, -1.67782], [-3.25787, -3.29490, 1.16482], [2.18718, 1.43160, -4.89923], [2.14491, -1.73731, 3.47779], [-4.22541, -1.36716, 1.18444], [-0.59140, -1.10531, 5.36257], [1.24080, -1.83044, 4.52755], [-2.89306, 3.62629, -2.97351], [-4.10062, -0.01016, 0.91111], [-3.16478, -2.23585, 0.95843], [0.53277, 4.11269, -0.22164], [-0.11913, -2.35190, -1.12670], [2.55204, -1.41779, 0.43710], [-5.15835, -1.75074, 1.57399], [-1.86381, -0.35124, 0.19487], [-0.15370, -0.12957, 3.51330], [0.97439, -4.07084, 0.74794], [-2.82521, 1.58368, 0.23532], [0.52482, 2.04058, 1.34375], [0.80219, 2.87760, 2.53761], [-2.23903, 0.13418, 3.91060], [-1.64146, -1.35025, -2.13660], [0.76521, -0.07408, 2.46452], [1.91635, -0.87008, 2.42187], [3.06244, 0.48920, -2.90982], [1.32399, 1.80734, -4.36463], [1.53195, 4.39478, 0.11699], [-0.76346, 3.00396, -4.36322], [1.21521, 1.58866, -3.00069], [1.40522, -4.74809, 1.47299], [1.12288, 2.26961, 3.37961], [0.09601, 2.10971, -2.34230], [1.42952, -2.51425, 5.34421], [-1.38174, 0.73419, 3.60647], [0.00866, -0.12717, -0.44665], [-1.53054, 3.54636, -4.90093], [1.01974, -3.10344, -1.45794], [0.42606, 4.38016, -1.26859], [-1.98494, -1.71012, 0.45017], [2.75396, 1.46026, -1.47263], [1.57396, 3.61385, 2.31012], [0.10776, -1.03812, 4.53834], [0.04231, 1.80913, -0.93126], [-0.72765, -2.45492, 0.14775]], "nbo_charge": [0.23, -0.15, 0.43, 0.16, -0.60, 0.24, 0.24, 0.27, 0.27, -0.64, -0.64, 0.21, 0.22, 0.21, 0.25, 0.24, 0.00, 0.25, -0.74, -0.16, 0.24, -0.11, 0.24, -0.38, -0.28, 0.35, 0.23, 0.24, 0.23, -0.21, -0.20, 0.24, -0.16, 0.25, -0.16, -0.18, -0.70, 0.07, 0.21, 0.24, -0.04, 0.00, -0.18, 0.22, 0.32, -0.70, 0.25, 0.44, 0.05, 0.00, 0.26, -0.19, 0.27, -0.19, -0.04, 0.25, 0.27, 0.06, 0.24, -0.65, 0.89, 0.24, -0.22, 0.27, -0.08, 0.23, 0.26, -0.21, -0.37, -0.11]}